No. 1
# C27H61BN18O11

C27H61BN18O11 as an isolated structure at a distorted geometry (ωB97M-V/def2-TZVPD, the Open Molecules 2025 dataset).

2S+1 = 1
Kohn-Sham gap = 7.73 eV
total charge = 0

Each line ends with the Löwdin charge.
Element x y z (Å)
C 7.17271 -3.80044 0.40539  -0.107
O 7.78108 -2.58130 0.03504  -0.194
C 7.95974 -1.68476 1.11319  -0.258
C 8.31324 -0.33081 0.55736  -0.167
C 7.22071 0.18011 -0.39959  -0.201
C 6.74665 1.58234 -0.08866  -0.215
C 5.46422 1.97310 -0.82582  -0.203
C 5.51292 1.86460 -2.35297  -0.203
C 4.29990 1.17251 -2.95918  -0.214
C 4.26261 -0.30951 -2.65996  -0.201
C 3.14841 -1.07710 -3.37811  -0.141
C 1.79864 -0.70373 -2.87657  -0.264
C 1.20516 -1.46194 -1.83839  -0.058
N 0.03984 -1.19195 -1.33067  0.075
C -0.62750 -0.10647 -1.82684  -0.158
C -1.89298 0.24457 -1.30496  0.013
B -2.59951 -0.61767 -0.20230  -0.543
O -2.83480 -1.94145 -0.42068  0.255
O -3.02088 -0.02129 0.97498  0.006
C -4.44236 -0.20113 1.23155  -0.006
C -2.53255 1.35513 -1.82085  -0.009
C -1.96159 2.09822 -2.86633  -0.041
C -0.73449 1.76059 -3.37937  -0.004
C -0.04219 0.65054 -2.86558  -0.190
N 1.17721 0.32435 -3.38816  0.189
H 7.58462 -4.58639 -0.21319  0.082
H 7.35568 -4.03346 1.44870  0.080
H 6.10030 -3.75811 0.23148  0.082
H 8.77221 -2.06490 1.73476  0.121
H 7.03850 -1.60867 1.69313  0.123
H 9.24244 -0.42649 0.01225  0.114
H 8.42245 0.38705 1.36098  0.093
H 6.36162 -0.48277 -0.34908  0.103
H 7.59314 0.10535 -1.41311  0.105
H 6.53298 1.63569 0.97431  0.107
H 7.51577 2.32038 -0.29363  0.108
H 4.65326 1.36761 -0.42990  0.100
H 5.22181 2.99791 -0.56346  0.104
H 5.51732 2.87404 -2.75130  0.104
H 6.42432 1.38539 -2.69141  0.100
H 3.42165 1.63776 -2.52591  0.107
H 4.27991 1.30965 -4.03463  0.113
H 4.11498 -0.47376 -1.59559  0.104
H 5.21723 -0.76751 -2.90051  0.117
H 3.31100 -2.13018 -3.17933  0.111
H 3.19918 -0.90953 -4.44765  0.115
H 1.73616 -2.31930 -1.45326  0.131
H -2.84299 -2.45471 0.42278  0.162
H -4.62917 -1.20076 1.59704  0.093
H -4.72348 0.50974 1.99079  0.080
H -5.01222 -0.01339 0.33055  0.084
H -3.49892 1.65641 -1.46006  0.100
H -2.49173 2.94077 -3.27342  0.108
H -0.27985 2.32970 -4.17122  0.109
C 10.02104 3.19413 2.61738  -0.673
O 9.35605 2.81710 1.67073  0.028
N 11.37127 3.40153 2.52772  0.149
N 9.47058 3.44036 3.84797  0.147
H 11.93701 3.71179 3.29353  0.090
H 11.80131 3.22897 1.63923  0.102
H 8.48331 3.29924 3.94261  0.100
H 9.99942 3.75071 4.63968  0.089
C -6.52359 0.25973 4.90140  -0.675
O -6.00021 -0.51773 4.11368  0.012
N -7.68654 -0.06279 5.54548  0.155
N -6.00458 1.48870 5.17404  0.159
H -8.16147 0.55273 6.17691  0.096
H -8.08342 -0.97342 5.37158  0.074
H -5.17005 1.77926 4.69662  0.063
H -6.43155 2.14054 5.80294  0.092
C -0.03333 0.64570 -7.83768  -0.690
O -0.13182 1.08831 -8.96832  0.016
N -0.99930 -0.13974 -7.26752  0.152
N 1.05077 0.89922 -7.04060  0.150
H -0.94001 -0.50455 -6.33562  0.089
H -1.80788 -0.34799 -7.82112  0.100
H 1.77329 1.47984 -7.42002  0.097
H 1.14610 0.55444 -6.10085  0.063
C -1.38164 -2.72328 2.82424  -0.641
O -2.22169 -3.23582 2.09010  0.029
N -0.54097 -3.49346 3.57490  0.158
N -1.23148 -1.37706 2.93475  0.182
H 0.15277 -3.11196 4.18743  0.093
H -0.63996 -4.48830 3.50285  0.106
H -1.87039 -0.80089 2.38878  0.085
H -0.53038 -0.94616 3.50439  0.099
C -3.42147 4.40926 5.06080  -0.667
O -4.36342 3.80147 4.57754  0.016
N -2.51165 3.80856 5.88609  0.154
N -3.21006 5.73459 4.81085  0.154
H -1.73212 4.28896 6.29179  0.093
H -2.64345 2.83512 6.08577  0.103
H -3.86124 6.19578 4.20440  0.105
H -2.44473 6.25496 5.19348  0.094
C -2.39837 -3.35535 -2.70837  -0.650
O -2.56990 -3.99310 -3.73655  -0.012
N -1.19549 -2.80056 -2.37282  0.161
N -3.39382 -3.13149 -1.80064  0.150
H -1.05398 -2.27486 -1.52704  0.023
H -0.43010 -2.94699 -3.00242  0.101
H -4.28396 -3.54872 -1.98977  0.087
H -3.26809 -2.59200 -0.95399  -0.278
C -6.29591 -0.27988 -2.58949  -0.670
O -5.45105 0.55028 -2.29857  0.020
N -7.63931 -0.01358 -2.54900  0.150
N -5.93342 -1.54143 -2.94767  0.171
H -8.34135 -0.68819 -2.78331  0.089
H -7.91468 0.91279 -2.28508  0.098
H -4.94395 -1.72593 -2.93689  0.083
H -6.57462 -2.27417 -3.18305  0.099
C -10.09851 -2.14041 3.53338  -0.676
O -9.82405 -2.51390 4.66404  0.015
N -11.23066 -2.55338 2.88313  0.147
N -9.29402 -1.27627 2.85570  0.166
H -11.47479 -2.25790 1.95830  0.089
H -11.83368 -3.18750 3.37092  0.100
H -8.46069 -0.98890 3.33480  0.064
H -9.47848 -0.92603 1.93618  0.095


No. 2
# C27H61Cl6F2N8O11S2

C27H61Cl6F2N8O11S2 as an isolated structure at a distorted geometry (ωB97M-V/def2-TZVPD, the Open Molecules 2025 dataset).

2S+1 = 1
Kohn-Sham gap = 9.19 eV
total charge = -1

Each line ends with the Löwdin charge.
Element x y z (Å)
N -15.79862 -14.65161 -10.86662  -0.296
S -16.78210 -13.37063 -10.84385  0.555
O -16.54724 -12.39529 -11.88003  -0.274
O -17.20731 -12.83231 -9.56916  -0.303
F -18.16912 -14.14213 -11.23855  -0.227
S -15.14156 -15.24001 -9.61318  0.460
O -15.14781 -14.45111 -8.45284  -0.273
O -14.00937 -16.05248 -9.98318  -0.294
F -16.20684 -16.46994 -9.25331  -0.239
C -13.76846 -15.73160 -4.20649  0.003
C -13.03533 -14.50109 -4.68534  -0.561
O -11.82906 -14.61972 -4.93999  -0.026
N -13.74150 -13.36173 -4.71360  0.026
C -13.12292 -12.16272 -5.34901  -0.057
H -13.24225 -16.68320 -4.42143  0.088
H -14.80375 -15.74885 -4.52972  0.050
H -13.66883 -15.67988 -3.10019  0.095
H -14.78494 -13.32512 -4.74653  0.091
H -13.83460 -11.78508 -6.15368  0.092
H -12.21939 -12.55112 -5.85156  0.064
H -12.88144 -11.38344 -4.56602  0.090
C -17.58593 -12.10872 -6.53958  0.008
C -17.18468 -13.42378 -5.89123  -0.477
O -16.55630 -13.50352 -4.81764  -0.022
N -17.50365 -14.53868 -6.57989  0.030
C -17.39641 -15.93763 -6.10582  -0.026
H -17.02334 -11.90000 -7.40787  0.042
H -17.59454 -11.30544 -5.81853  0.087
H -18.57382 -12.12130 -6.96150  0.074
H -17.90966 -14.41381 -7.45924  0.078
H -17.05087 -15.91433 -5.07477  0.073
H -16.73073 -16.47616 -6.76625  0.066
H -18.44564 -16.28899 -6.22176  0.085
C -8.59049 -16.64198 -12.46391  0.006
C -9.70515 -17.64132 -12.53130  -0.555
O -9.69924 -18.67312 -13.22450  0.001
N -10.74240 -17.37047 -11.71840  0.028
C -11.96297 -18.15676 -11.96672  -0.097
H -8.52163 -15.97674 -13.27892  0.067
H -7.68409 -17.20675 -12.36716  0.076
H -8.69458 -16.03957 -11.57686  0.057
H -10.78223 -16.63721 -10.98676  0.109
H -12.12369 -18.03140 -13.09030  0.066
H -12.77616 -17.97233 -11.33653  0.034
H -11.77625 -19.23479 -11.95173  0.077
C -19.62141 -17.43852 -12.89649  -0.015
C -18.92633 -18.59356 -12.13794  -0.502
O -19.47865 -19.63504 -11.78702  0.018
N -17.60951 -18.35338 -11.82188  0.016
C -16.79804 -19.51119 -11.52186  -0.081
H -19.57587 -17.58698 -13.95343  0.056
H -19.13847 -16.49703 -12.74139  0.005
H -20.64532 -17.40668 -12.58269  0.074
H -17.07009 -17.57552 -12.19502  0.092
H -17.09224 -20.44097 -11.96129  0.078
H -16.83658 -19.65770 -10.42773  0.080
H -15.79014 -19.21259 -11.77516  0.064
C -18.49540 -9.70134 -8.98442  -0.028
C -17.27761 -8.98422 -9.39550  -0.568
O -17.21862 -7.75914 -9.51257  0.026
N -16.17777 -9.78583 -9.56475  -0.002
C -14.98572 -9.28504 -10.23718  -0.070
H -19.48062 -9.19410 -9.27662  0.106
H -18.32856 -9.66329 -7.90894  0.083
H -18.45380 -10.71693 -9.36153  0.041
H -16.41561 -10.72353 -9.90930  0.080
H -15.36409 -9.00853 -11.21869  0.086
H -14.21053 -10.12541 -10.25026  0.055
H -14.63603 -8.41164 -9.72902  0.070
C -19.42056 -19.19788 -8.56444  0.011
C -20.34854 -17.97159 -8.58403  -0.578
O -21.52854 -18.08913 -8.54611  0.053
N -19.81337 -16.72802 -8.65562  -0.004
C -20.55064 -15.47204 -8.63901  -0.062
H -18.41132 -18.86697 -8.51665  0.043
H -19.60912 -19.78089 -9.47532  0.067
H -19.65427 -19.81498 -7.64915  0.101
H -18.79257 -16.62047 -8.81977  0.121
H -21.58328 -15.73799 -8.39829  0.082
H -20.46720 -15.03844 -9.64984  0.081
H -20.24195 -14.83964 -7.80186  0.072
C -11.71119 -16.35288 -7.91869  0.034
C -10.36497 -15.62069 -8.21202  -0.491
O -10.03842 -15.43383 -9.38655  -0.017
N -9.67015 -15.16699 -7.15325  0.005
C -8.50772 -14.33646 -7.32531  -0.078
H -12.22240 -16.33198 -8.86511  0.032
H -12.30392 -15.88635 -7.12339  0.070
H -11.55522 -17.33740 -7.57910  0.066
H -10.18876 -15.15063 -6.25649  0.118
H -7.68416 -14.63916 -6.62860  0.089
H -8.78760 -13.25437 -7.19526  0.100
H -8.18263 -14.58285 -8.32609  0.067
Cl -19.61532 -10.60257 -12.79537  0.599
C -20.26304 -12.20002 -12.50416  -0.655
C -21.58446 -12.01686 -11.82463  -0.663
Cl -21.48607 -11.47847 -10.13427  0.559
H -19.49246 -12.75599 -12.00674  0.025
H -20.40654 -12.71547 -13.43175  0.074
H -22.12721 -12.94622 -11.75041  0.064
H -22.22916 -11.32012 -12.27194  0.040
Cl -17.63791 -15.38980 -14.68146  0.609
C -16.00137 -14.71452 -14.52857  -0.622
C -14.92507 -15.72332 -14.95567  -0.624
Cl -14.59630 -17.04281 -13.79505  0.604
H -15.87054 -14.40909 -13.47127  0.036
H -15.87753 -13.88610 -15.18860  0.067
H -13.96258 -15.25065 -15.09637  0.047
H -15.17386 -16.25845 -15.86471  0.056
Cl -12.25571 -12.92696 -13.57702  0.514
C -12.97145 -12.80528 -11.90251  -0.646
C -11.94937 -13.04754 -10.83807  -0.589
Cl -12.69505 -12.30781 -9.37177  0.613
H -13.80010 -13.57670 -11.93622  0.057
H -13.29874 -11.76779 -11.77210  0.043
H -11.09342 -12.49720 -11.08158  0.051
H -11.81139 -14.08490 -10.57182  0.047